Entry 1:
# C26H68Li2N17O18

C26H68Li2N17O18 as an isolated structure at a distorted geometry (the ωB97M-V functional and the def2-TZVPD basis, the Open Molecules 2025 dataset).

The geometry in ORCA input format:
```
! RIJCOSX wB97M-V def2-TZVPD def2/J DEFGRID3
* xyz -1 1
Li 3.29 0.55 -0.80
Li 1.40 2.56 -1.72
C 1.02 0.44 -5.35
C 1.74 -0.26 -6.27
C 3.16 -0.62 -5.98
O 3.84 -1.44 -6.81
C 3.84 -0.20 -4.88
C 3.20 0.57 -3.85
C 1.69 1.01 -4.20
O 1.08 1.80 -3.45
O 3.69 0.94 -2.79
O 1.09 -0.42 -7.35
H 0.00 0.73 -5.55
H 4.86 -0.51 -4.75
C -0.52 1.06 1.14
C 0.03 0.62 -0.19
C -0.86 0.93 -1.35
O 1.37 1.07 -0.32
H -0.53 2.15 1.22
H 0.03 0.63 1.98
H -1.50 0.59 1.11
H -0.03 -0.47 -0.20
H -1.86 0.57 -1.08
H -0.60 0.44 -2.29
H -0.89 2.00 -1.59
C -1.88 -2.12 -4.44
O -2.64 -2.85 -3.83
N -1.90 -0.83 -4.27
N -1.09 -2.41 -5.50
H -1.21 -0.31 -4.79
H -2.44 -0.39 -3.54
H -0.43 -1.84 -6.01
H -1.01 -3.42 -5.55
C -1.81 4.34 3.42
O -1.35 5.30 2.82
N -2.34 3.31 2.88
N -1.76 4.22 4.67
H -2.81 2.62 3.45
H -2.48 3.36 1.88
H -2.06 3.32 5.01
H -1.20 4.87 5.21
C -5.31 0.11 0.57
O -4.70 0.06 -0.43
N -5.72 -0.91 1.25
N -5.44 1.33 1.03
H -6.12 -0.81 2.17
H -5.30 -1.81 1.06
H -4.89 2.02 0.54
H -5.59 1.46 2.02
C 3.22 3.04 2.79
O 3.38 4.01 3.48
N 2.30 3.00 1.85
N 3.70 1.86 3.07
H 2.13 2.14 1.36
H 1.72 3.81 1.67
H 4.47 1.90 3.72
H 3.52 1.20 2.33
C 1.37 6.34 0.69
O 2.14 6.52 -0.25
N 1.12 7.34 1.46
N 0.67 5.32 0.99
H 1.40 8.28 1.22
H 0.41 7.24 2.18
H -0.03 5.41 1.71
H 0.58 4.56 0.33
C 1.13 -3.57 -3.19
O 0.58 -4.57 -3.63
N 2.08 -2.97 -3.83
N 0.94 -2.92 -2.09
H 2.22 -3.27 -4.78
H 2.25 -2.01 -3.56
H 1.48 -2.09 -1.87
H 0.16 -3.19 -1.51
C -2.02 3.45 -5.23
O -1.39 4.29 -5.88
N -1.58 2.56 -4.34
N -3.33 3.48 -5.18
H -0.61 2.28 -4.38
H -2.21 1.97 -3.82
H -3.77 4.18 -5.76
H -3.85 3.04 -4.44
C -3.14 -2.97 -0.26
O -3.52 -2.98 0.91
N -2.65 -4.04 -0.83
N -3.09 -2.00 -1.08
H -2.43 -4.77 -0.17
H -2.41 -3.98 -1.81
H -3.78 -1.28 -0.97
H -2.33 -1.98 -1.75
C 3.10 -1.65 4.74
C 1.77 -2.42 4.33
C 1.06 -1.78 3.09
C 1.87 -2.07 1.88
C 2.06 -3.64 1.55
C 2.56 -4.39 2.80
N 1.88 -3.88 4.07
O 2.13 -4.74 5.21
C 2.33 -5.92 2.59
C 4.06 -4.18 2.80
C 0.74 -2.27 5.45
H 3.53 -1.97 5.69
H 2.83 -0.62 4.94
H 3.90 -1.63 4.01
H 0.08 -2.17 2.80
H 0.92 -0.71 3.24
H 2.85 -1.60 1.90
H 1.38 -1.50 1.09
H 2.83 -3.78 0.79
H 1.29 -4.14 0.96
H 1.33 -6.12 2.19
H 2.97 -6.32 1.80
H 2.53 -6.48 3.50
H 4.47 -4.72 1.94
H 4.41 -3.17 2.59
H 4.55 -4.57 3.69
H 1.05 -2.70 6.40
H -0.20 -2.76 5.19
H 0.36 -1.25 5.56
H 3.04 -4.50 5.41
O 0.06 4.44 -1.98
H 0.63 5.11 -2.34
H -0.70 4.92 -1.65
O -3.94 0.90 -3.18
H -4.77 1.02 -3.64
H -4.15 1.05 -2.26
O -2.85 -1.00 2.84
H -2.77 -1.27 1.93
H -3.54 -1.56 3.20
O -1.13 0.78 4.17
H -0.63 1.07 3.41
H -1.80 0.20 3.80
*
```

Computed properties:
strongest force on any atom = 0.149 hartree/bohr
HOMO energy = -4.75 eV
E = -90669.368 eV
orbital gap = 5.8 eV
E_LUMO = 1.03 eV

Entry 2:
# C26H68O16

A 8-piece molecular cluster, C26H68O16 overall at a distorted geometry (the ωB97M-V functional and the def2-TZVPD basis, the Open Molecules 2025 dataset).

The geometry in ORCA input format:
```
! RIJCOSX wB97M-V def2-TZVPD def2/J DEFGRID3
* xyz 0 1
C -14.09 2.02 -16.17
C -13.04 1.91 -15.07
O -12.88 3.05 -14.26
O -13.84 3.14 -16.99
H -15.08 1.97 -15.72
H -13.95 1.07 -16.74
H -12.07 1.49 -15.43
H -13.36 1.08 -14.42
H -12.31 3.66 -14.81
H -14.62 3.59 -17.20
C -14.76 8.88 -21.36
C -16.16 9.38 -21.77
O -17.14 9.06 -20.83
O -14.27 9.57 -20.18
H -14.14 9.00 -22.22
H -14.91 7.82 -21.14
H -16.38 8.87 -22.72
H -16.21 10.43 -22.02
H -16.94 9.46 -19.96
H -14.06 8.88 -19.54
C -15.17 6.71 -16.92
C -14.09 7.60 -16.50
O -13.35 8.36 -17.48
O -16.15 7.32 -17.72
H -15.73 6.31 -15.95
H -14.70 5.91 -17.46
H -13.30 7.03 -15.99
H -14.46 8.47 -15.83
H -13.72 9.22 -17.46
H -17.04 6.88 -17.55
C -11.42 5.91 -13.12
O -11.67 5.86 -14.48
C -10.43 6.13 -15.15
C -9.46 5.01 -15.27
O -10.12 4.07 -16.15
C -9.32 2.93 -16.27
H -12.07 5.23 -12.57
H -11.45 6.93 -12.79
H -10.47 5.47 -12.86
H -10.00 7.01 -14.64
H -10.75 6.42 -16.18
H -9.27 4.56 -14.27
H -8.42 5.29 -15.79
H -8.47 3.12 -16.96
H -9.86 2.05 -16.73
H -8.95 2.55 -15.30
C -16.20 3.01 -19.33
O -16.68 3.61 -18.18
C -18.05 3.99 -18.15
C -18.35 4.58 -16.75
O -18.64 5.98 -16.78
C -19.21 6.45 -15.54
H -15.33 2.43 -19.03
H -15.92 3.64 -20.12
H -16.91 2.28 -19.70
H -18.65 3.08 -18.38
H -18.34 4.79 -18.86
H -17.50 4.31 -16.08
H -19.21 4.08 -16.42
H -19.55 7.48 -15.59
H -18.47 6.37 -14.79
H -19.97 5.75 -15.24
C -15.64 5.06 -13.28
O -16.19 6.34 -13.03
C -15.30 7.37 -12.71
C -15.68 8.70 -13.38
O -16.35 9.57 -12.52
C -16.33 10.95 -12.83
H -16.38 4.50 -13.90
H -15.40 4.51 -12.33
H -14.74 5.09 -13.89
H -14.26 7.14 -13.08
H -15.25 7.47 -11.66
H -16.31 8.49 -14.29
H -14.73 9.13 -13.86
H -16.43 11.51 -11.92
H -17.15 11.18 -13.49
H -15.41 11.16 -13.27
C -18.55 10.11 -16.77
O -18.38 10.47 -18.15
C -19.44 10.99 -18.90
C -20.36 9.95 -19.49
O -21.19 9.44 -18.43
C -21.44 8.05 -18.55
H -18.38 11.04 -16.15
H -17.68 9.50 -16.48
H -19.45 9.58 -16.63
H -19.00 11.60 -19.75
H -19.98 11.80 -18.29
H -19.69 9.24 -19.99
H -21.02 10.42 -20.24
H -22.40 7.88 -19.07
H -21.42 7.62 -17.56
H -20.61 7.62 -19.16
C -15.34 11.37 -17.57
O -14.18 10.74 -16.93
C -13.22 11.71 -16.55
C -12.19 11.09 -15.66
O -12.76 10.77 -14.41
C -12.11 9.70 -13.66
H -15.74 12.36 -17.23
H -16.14 10.62 -17.57
H -15.13 11.41 -18.66
H -13.78 12.52 -16.02
H -12.71 12.09 -17.47
H -11.42 11.83 -15.46
H -11.85 10.15 -16.12
H -11.69 8.99 -14.35
H -12.83 9.18 -13.03
H -11.29 10.09 -13.06
*
```

Computed properties:
ΔE to the lowest compared entry with this formula, charge and spin = 30.8 kJ/mol
strongest force on any atom = 0.077 hartree/bohr
HOMO energy = -9.30 eV
E = -60815.422 eV
orbital gap = 10.1 eV
E_LUMO = 0.78 eV
SMILES string = COCCOC.COCCOC.COCCOC.COCCOC.COCCOC.OCCO.OCCO.OCCO